Entry 1:
Formula: C5H11NO
Source: the Open Molecules 2025 dataset
Level of theory: ωB97M-V/def2-TZVPD

SMILES   C=C/C(C)=C/N.O
LUMO   0.8 eV
Charge   0

Geometry as XYZ:
```
18
Properties=species:S:1:pos:R:3:forces:R:3
C -1.016 -1.171 -2.188 0.97 -1.23 -0.03
C 0.247 -1.088 -1.720 -0.49 -0.13 3.13
C 0.533 -1.176 -0.156 -1.16 -0.31 -2.37
C 1.926 -0.948 0.242 -0.01 2.10 0.85
C -0.474 -1.274 0.728 -2.14 1.13 0.38
N -0.568 -0.806 2.047 -0.21 -1.16 -0.75
H -1.877 -1.637 -1.628 1.14 0.97 -0.40
H -1.161 -1.080 -3.245 -0.27 0.23 -0.48
H 1.194 -0.773 -2.237 -1.47 -0.36 -0.03
H 1.885 -0.387 1.225 0.79 -0.58 -1.01
H 2.466 -1.849 0.318 0.65 -1.29 0.61
H 2.500 -0.390 -0.516 -0.34 0.30 0.39
H -1.507 -1.524 0.430 0.78 0.10 -0.43
H 0.209 -0.475 2.498 2.37 0.78 0.97
H -1.372 -0.625 2.617 -0.61 -0.53 -0.84
O -1.391 5.051 0.600 1.17 0.35 -2.55
H -0.712 4.983 1.275 0.17 0.00 -0.03
H -0.881 5.169 -0.290 -1.34 -0.35 2.58
```
Positions in Å, forces in eV/Å.

Entry 2:
Formula: C5H11NO
Source: the Open Molecules 2025 dataset
Level of theory: ωB97M-V/def2-TZVPD

SMILES   CCN(C)C(C)=O
LUMO   0.9 eV
Charge   0

Geometry as XYZ:
```
18
Properties=species:S:1:pos:R:3:forces:R:3
C -2.112 0.488 -0.806 0.01 0.03 -0.03
C -1.418 -0.467 0.170 -0.11 -0.04 0.06
N 0.016 -0.221 0.329 0.12 -0.05 -0.24
C 0.487 0.324 1.587 0.08 0.05 0.09
C 0.822 -0.484 -0.743 -0.05 -0.01 0.03
C 2.312 -0.207 -0.610 0.04 -0.01 -0.06
O 0.360 -0.930 -1.784 0.10 0.05 0.25
H -3.190 0.524 -0.611 0.16 -0.05 -0.02
H -1.954 0.162 -1.836 0.02 0.09 0.15
H -1.715 1.503 -0.706 -0.07 -0.10 0.04
H -1.557 -1.498 -0.172 0.02 0.13 0.05
H -1.869 -0.385 1.165 0.12 0.01 -0.12
H 0.171 -0.304 2.429 -0.01 0.07 -0.16
H 1.576 0.360 1.597 -0.18 0.02 0.03
H 0.115 1.342 1.757 0.00 -0.14 -0.04
H 2.771 -0.496 -1.556 -0.05 0.04 0.12
H 2.774 -0.785 0.198 -0.11 0.06 -0.12
H 2.515 0.853 -0.424 -0.07 -0.15 -0.02
```
Positions in Å, forces in eV/Å.

Across the entries above, gap between HOMO and LUMO takes the values 8.14; 10.04 eV, respectively.
Across the entries above, relative energy (zero: lowest compared OMol25 entry of this formula, charge and spin) takes the values 3.117; 0.400 eV, respectively.